(1)
{"formula": "C23H32AsF6KN8O2S2", "method": "the ωB97M-V functional and the def2-TZVPD basis", "elements": ["As", "K", "S", "S", "F", "F", "F", "F", "F", "F", "O", "O", "N", "N", "N", "N", "N", "N", "N", "N", "C", "C", "C", "C", "C", "C", "C", "C", "C", "C", "C", "C", "C", "C", "C", "C", "C", "C", "C", "C", "C", "C", "C", "H", "H", "H", "H", "H", "H", "H", "H", "H", "H", "H", "H", "H", "H", "H", "H", "H", "H", "H", "H", "H", "H", "H", "H", "H", "H", "H", "H", "H", "H", "H", "H"], "positions_angstrom": [[1.341, -0.325, 2.013], [-1.827, -1.375, -1.582], [-3.595, 3.240, 0.059], [2.295, -2.656, -0.671], [4.525, -3.819, -2.734], [-5.184, -2.982, -0.156], [3.648, -5.108, -4.218], [3.086, -5.323, -2.156], [-3.644, -4.394, 0.450], [-4.086, -4.114, -1.664], [-3.000, -0.221, -3.678], [-0.169, 2.913, -1.983], [-1.639, 1.191, -2.472], [0.730, -1.707, -2.596], [-2.081, -0.172, 1.510], [-3.353, 0.138, 1.221], [-1.016, 3.488, 1.096], [-0.388, 2.280, 0.785], [-2.236, 5.198, 1.291], [-1.040, 5.561, 1.856], [2.401, -1.846, 2.692], [-0.861, 2.261, -2.766], [-4.227, -0.770, 1.692], [-2.306, 0.793, -3.584], [0.751, 0.394, 3.773], [1.824, 0.800, 4.779], [2.891, 0.874, 1.747], [-3.489, -1.731, 2.342], [0.731, -2.417, -4.893], [-0.320, 4.495, 1.721], [1.080, 4.334, 2.181], [3.359, -4.396, -3.082], [0.275, -1.640, -3.841], [3.541, 0.655, 0.378], [2.253, -3.412, -3.329], [-2.093, 1.775, -4.744], [1.746, -3.318, -4.610], [-2.157, -1.311, 2.192], [-2.272, 3.946, 0.801], [-0.896, 2.582, -4.265], [1.733, -2.585, -2.275], [-3.848, -3.353, -0.486], [1.525, -2.990, 3.198], [1.161, 3.453, 2.818], [-3.006, 5.838, 1.248], [-3.850, -2.635, 2.799], [0.038, 2.210, -4.692], [-0.947, 3.656, -4.435], [-0.514, -0.911, -4.021], [0.308, -2.326, -5.884], [2.995, -2.191, 1.843], [0.098, -0.369, 4.205], [1.376, 1.150, 5.715], [1.745, 4.181, 1.329], [-1.251, -1.800, 2.517], [0.104, 1.244, 3.540], [-1.962, 1.241, -5.685], [2.133, -3.821, 3.567], [3.097, -1.504, 3.464], [-5.282, -0.701, 1.490], [0.871, -2.670, 4.014], [4.383, 1.339, 0.227], [2.483, -0.036, 5.025], [2.138, -3.954, -5.391], [-0.989, 1.476, 0.987], [-2.992, 2.390, -4.822], [2.521, 1.899, 1.817], [-0.200, 2.292, -0.226], [3.901, -0.368, 0.259], [2.449, 1.609, 4.394], [-3.525, 0.968, 0.659], [3.614, 0.720, 2.553], [0.899, -3.373, 2.389], [2.817, 0.818, -0.423], [1.378, 5.224, 2.731]], "forces_ev_per_angstrom": [[0.2, 0.0, 0.0], [-0.1, -0.3, 0.6], [0.1, 0.0, -0.1], [0.0, 0.0, -0.1], [0.1, 0.0, 0.0], [0.0, 0.0, 0.0], [0.0, 0.0, 0.0], [-0.1, -0.1, 0.1], [0.0, 0.0, 0.0], [0.0, 0.0, 0.0], [0.1, 0.2, -0.1], [0.0, -0.1, 0.0], [0.2, 0.1, 0.1], [0.2, -0.2, -0.1], [-0.1, 0.0, 0.0], [-0.1, -0.1, -0.1], [0.2, -0.1, 0.0], [0.0, -0.1, -0.2], [0.0, 0.2, 0.1], [-0.2, 0.0, -0.1], [0.0, -0.1, 0.0], [-0.1, 0.0, -0.1], [0.0, 0.0, 0.0], [0.0, 0.3, -0.1], [0.1, 0.1, 0.1], [-0.1, 0.0, 0.0], [0.0, 0.0, -0.2], [0.1, 0.1, 0.1], [0.0, 0.0, -0.1], [0.1, -0.2, 0.0], [0.0, 0.0, 0.0], [0.0, 0.0, -0.1], [0.2, 0.0, 0.0], [-0.1, 0.0, 0.1], [-0.1, 0.1, 0.0], [0.0, 0.0, 0.0], [0.0, 0.0, 0.1], [0.0, 0.0, 0.0], [0.0, 0.1, 0.1], [-0.1, -0.1, 0.0], [-0.1, 0.0, -0.2], [-0.1, -0.1, -0.1], [0.0, 0.1, -0.1], [0.0, 0.0, 0.0], [0.0, 0.0, 0.0], [0.0, 0.0, -0.1], [0.0, 0.1, 0.0], [0.0, 0.0, 0.0], [0.0, -0.1, 0.0], [0.0, 0.0, 0.0], [0.0, 0.0, 0.0], [0.0, 0.0, 0.0], [0.0, 0.0, 0.0], [0.0, 0.0, 0.0], [0.0, 0.0, 0.0], [0.0, 0.0, 0.0], [0.0, 0.0, 0.0], [0.0, 0.0, 0.0], [0.0, 0.0, 0.0], [0.0, 0.0, 0.0], [0.0, 0.0, 0.0], [0.0, 0.0, 0.0], [0.0, 0.0, 0.0], [0.0, 0.0, 0.0], [-0.1, 0.1, 0.2], [0.0, 0.0, 0.0], [0.0, 0.0, 0.0], [-0.1, 0.1, -0.1], [0.0, 0.0, 0.0], [0.0, 0.0, 0.0], [0.0, 0.0, 0.1], [0.0, 0.0, 0.0], [0.0, 0.0, 0.0], [0.0, 0.0, 0.0], [0.0, 0.0, 0.0]], "e_tot_ha": -5715.5724, "relative_energy_kj_mol": 49.4, "homo_energy_ev": -2.1, "homo_lumo_gap_ev": 6.24, "charge": -2}

(2)
{"formula": "C18H20FN3O4S", "method": "the ωB97M-V functional and the def2-TZVPD basis", "elements": ["S", "F", "O", "O", "O", "O", "N", "N", "N", "C", "C", "C", "C", "C", "C", "C", "C", "C", "C", "C", "C", "C", "C", "C", "C", "C", "C", "H", "H", "H", "H", "H", "H", "H", "H", "H", "H", "H", "H", "H", "H", "H", "H", "H", "H", "H", "H"], "positions_angstrom": [[3.990, -2.281, 0.145], [-0.903, -2.343, -3.095], [-0.854, 1.922, 0.163], [0.271, -2.325, 1.495], [-4.424, -1.891, 0.795], [2.426, 1.653, 1.450], [-0.907, -0.827, 0.274], [0.543, 3.456, 1.060], [3.241, 0.619, 1.732], [-5.090, -1.773, -0.439], [1.617, 5.287, -0.857], [0.147, -1.214, 1.007], [1.205, 1.189, 1.104], [0.195, 2.206, 0.726], [3.178, -1.814, 1.732], [1.215, -0.189, 1.169], [2.198, -1.215, -1.641], [-2.068, -1.663, 0.099], [1.040, -1.216, -2.397], [2.558, -0.484, 1.581], [-0.239, 4.611, 0.693], [2.528, -2.326, -0.880], [0.562, -3.466, -1.632], [0.463, 5.529, -0.265], [1.721, -3.453, -0.880], [-3.257, -1.119, 0.912], [0.239, -2.343, -2.373], [2.850, -0.354, -1.639], [2.058, 5.993, -1.537], [-4.532, -2.241, -1.257], [-2.324, -1.690, -0.964], [-1.162, 4.239, 0.236], [2.170, 4.375, -0.700], [3.983, -1.792, 2.462], [-5.274, -0.722, -0.689], [-0.071, 6.449, -0.453], [-0.090, -4.324, -1.643], [-3.002, -1.136, 1.975], [-1.002, 0.156, 0.018], [0.753, -0.362, -2.989], [1.444, 3.619, 1.486], [-6.042, -2.288, -0.319], [-0.508, 5.169, 1.598], [-3.450, -0.077, 0.609], [1.994, -4.308, -0.283], [2.429, -2.567, 1.969], [-1.818, -2.670, 0.440]], "forces_ev_per_angstrom": [[-0.2, -0.1, 0.0], [0.1, 0.0, 0.0], [-0.1, 0.0, -0.1], [0.0, -0.2, 0.3], [0.0, -0.1, 0.1], [-0.8, 0.4, -0.3], [-0.4, 0.2, 0.0], [0.2, 0.3, 0.1], [0.8, -0.8, 0.4], [0.0, 0.0, 0.0], [0.1, 0.0, -0.1], [-0.2, 0.2, -0.3], [0.2, -1.3, 0.0], [0.1, 0.2, 0.1], [0.4, -0.3, -0.4], [0.3, 1.0, 0.2], [-0.1, -0.1, -0.1], [-0.4, -0.2, 0.1], [-0.2, -0.1, -0.2], [-0.6, 0.7, 0.0], [-0.2, 0.0, -0.1], [0.6, -0.1, 0.3], [-0.2, 0.1, -0.2], [-0.2, -0.1, 0.1], [0.0, 0.1, -0.2], [0.3, 0.0, 0.0], [0.2, 0.0, 0.0], [0.0, 0.1, 0.0], [0.0, 0.2, -0.1], [0.0, 0.0, 0.0], [0.0, -0.1, 0.0], [0.1, 0.1, 0.2], [0.1, -0.2, 0.1], [0.0, 0.0, 0.1], [0.0, 0.0, 0.0], [0.0, 0.2, -0.1], [-0.1, -0.1, 0.0], [0.1, 0.1, -0.1], [0.2, -0.1, 0.1], [-0.1, 0.1, -0.1], [-0.1, -0.1, 0.0], [0.0, 0.0, -0.1], [-0.1, -0.1, -0.1], [0.0, 0.0, 0.1], [0.0, -0.1, 0.1], [0.1, 0.1, 0.1], [-0.1, 0.1, -0.1]], "smiles": "C=CCNC(=O)c1onc(CSc2ccc(F)cc2)c1C(=O)NCCOC", "e_tot_ha": -1661.1564, "relative_energy_kj_mol": 97.1, "homo_energy_ev": -8.9, "homo_lumo_gap_ev": 8.73}

(3)
{"formula": "C22H39FInO2", "method": "the ωB97M-V functional and the def2-TZVPD basis", "elements": ["In", "F", "O", "O", "C", "C", "C", "C", "C", "C", "C", "C", "C", "C", "C", "C", "C", "C", "C", "C", "C", "C", "C", "C", "C", "C", "H", "H", "H", "H", "H", "H", "H", "H", "H", "H", "H", "H", "H", "H", "H", "H", "H", "H", "H", "H", "H", "H", "H", "H", "H", "H", "H", "H", "H", "H", "H", "H", "H", "H", "H", "H", "H", "H", "H"], "positions_angstrom": [[-3.118, 4.565, 0.303], [-1.194, 4.210, 0.901], [3.957, -6.767, -0.511], [2.774, -1.771, -1.794], [-3.403, -0.600, 2.331], [-3.081, -0.982, 0.881], [3.718, -4.537, 0.209], [0.440, 2.095, -0.426], [-2.115, -2.170, 0.757], [3.779, 2.173, 1.018], [0.079, 1.488, -1.791], [4.659, 0.966, 1.357], [1.757, 2.873, -0.420], [-0.716, -1.645, -1.393], [3.682, -5.622, -0.803], [-4.091, 0.765, 2.505], [3.004, 1.986, -0.293], [3.045, -2.913, -1.503], [-3.574, 1.851, 1.552], [-4.213, 3.231, 1.671], [3.000, -4.000, -2.516], [3.296, -5.255, -2.190], [3.422, -3.282, -0.114], [-1.570, -0.581, -2.104], [-1.352, 0.927, -1.850], [-0.763, -1.772, 0.140], [2.711, -3.703, -3.516], [-3.453, 6.292, 0.455], [5.483, 1.217, 2.032], [-0.444, -0.833, 0.607], [-1.877, 1.231, -0.941], [-1.454, -0.759, -3.182], [0.178, 2.289, -2.534], [3.271, -6.068, -2.905], [-3.165, 3.951, -1.358], [3.696, 2.160, -1.127], [5.090, 0.544, 0.442], [1.817, 3.467, -1.341], [2.705, 0.936, -0.383], [-1.029, -2.622, -1.794], [-4.013, -1.132, 0.321], [-0.379, 2.754, -0.108], [-2.489, 1.954, 1.717], [-3.899, 1.105, 3.533], [3.057, 2.348, 1.824], [-4.130, 3.599, 2.702], [-2.449, -0.570, 2.876], [1.728, 3.599, 0.403], [-5.280, 3.207, 1.408], [3.996, -4.835, 1.212], [-2.555, -2.993, 0.178], [-3.680, 1.498, 0.518], [0.512, 1.292, 0.325], [4.066, 0.176, 1.836], [0.331, -1.537, -1.699], [3.438, -2.469, 0.601], [-2.625, -0.802, -1.891], [0.814, 0.719, -2.073], [-3.992, -1.403, 2.798], [-5.183, 0.676, 2.416], [-1.894, 1.446, -2.648], [-1.926, -2.573, 1.761], [-0.004, -2.518, 0.416], [-2.601, -0.121, 0.423], [4.398, 3.078, 0.968]], "forces_ev_per_angstrom": [[-0.4, 0.2, -0.2], [0.2, 0.2, 0.2], [0.0, 0.0, 0.0], [0.1, 0.0, -0.1], [0.2, -0.1, 0.0], [-0.1, 0.2, 0.1], [0.0, 0.0, 0.0], [-0.2, -0.2, -0.1], [0.1, -0.1, -0.1], [-0.1, 0.0, 0.1], [0.4, -0.1, 0.0], [0.0, -0.1, 0.0], [-0.1, 0.2, -0.1], [0.1, -0.1, 0.0], [0.0, 0.1, 0.0], [-0.1, 0.1, 0.1], [0.2, 0.0, -0.1], [-0.1, 0.0, 0.1], [0.1, -0.1, 0.0], [0.1, 0.0, 0.1], [0.0, 0.0, 0.0], [0.0, 0.0, 0.0], [0.0, 0.0, 0.0], [-0.1, -0.1, 0.0], [-0.2, -0.1, 0.1], [0.0, 0.1, 0.0], [0.0, 0.0, 0.0], [0.1, 0.0, 0.0], [-0.1, 0.0, 0.0], [0.0, 0.0, -0.1], [0.1, 0.0, 0.0], [0.1, 0.0, 0.1], [0.0, -0.1, 0.0], [0.0, 0.0, 0.0], [0.0, 0.0, 0.0], [0.0, -0.1, 0.1], [0.0, 0.0, 0.1], [-0.1, 0.0, 0.1], [0.0, 0.0, 0.0], [0.0, 0.1, 0.0], [0.1, -0.1, 0.0], [0.3, -0.1, 0.0], [-0.1, 0.0, -0.1], [-0.2, 0.0, -0.1], [0.1, 0.0, 0.0], [-0.1, 0.0, -0.1], [0.0, 0.0, -0.1], [0.0, -0.1, -0.1], [0.1, -0.1, 0.1], [0.0, 0.0, 0.0], [0.0, 0.1, 0.0], [-0.1, 0.1, 0.1], [-0.1, 0.1, 0.0], [0.1, 0.1, -0.1], [-0.1, 0.1, 0.1], [0.0, 0.0, 0.0], [0.1, 0.1, -0.1], [-0.1, 0.1, 0.0], [0.0, 0.1, 0.0], [0.1, 0.0, -0.1], [0.0, -0.1, 0.1], [0.0, 0.0, -0.1], [-0.1, 0.0, 0.0], [0.0, -0.1, -0.1], [-0.1, -0.1, -0.1]], "e_tot_ha": -1302.1293, "homo_energy_ev": -4.6, "homo_lumo_gap_ev": 4.63, "charge": -1}

(4)
{"formula": "C6H9N", "method": "the ωB97M-V functional and the def2-TZVPD basis", "elements": ["N", "C", "C", "C", "C", "C", "C", "H", "H", "H", "H", "H", "H", "H", "H", "H"], "positions_angstrom": [[-0.676, 0.565, -0.498], [0.341, -1.238, -1.009], [-0.785, -0.873, 0.006], [0.675, 0.238, -0.850], [-0.922, 1.874, 0.097], [1.294, -0.803, 0.071], [0.261, -1.039, 1.152], [-1.779, -1.328, 0.065], [-1.976, 2.155, -0.009], [0.180, -0.312, 1.967], [0.332, -1.834, -1.912], [-0.356, 2.607, -0.507], [1.300, 0.977, -1.353], [0.356, -2.054, 1.553], [-0.609, 2.023, 1.141], [2.366, -0.958, 0.086]], "forces_ev_per_angstrom": [[-0.1, -0.1, 0.1], [0.2, 0.6, -0.5], [-0.4, 0.5, 0.1], [0.2, -0.1, -0.6], [-0.1, -0.1, 0.2], [0.4, 0.0, 0.3], [0.0, 0.1, 0.2], [0.3, 0.3, 0.0], [0.1, -0.2, 0.2], [0.1, -0.1, 0.0], [0.2, -0.1, 0.3], [-0.2, -0.4, 0.2], [-0.1, -0.5, -0.4], [-0.4, 0.2, -0.2], [0.0, -0.2, 0.0], [-0.1, 0.0, 0.2]], "e_tot_ha": -288.6459, "relative_energy_kj_mol": 357.3, "homo_energy_ev": -8.0, "homo_lumo_gap_ev": 9.11}